#a
Entry from OMol25: C2H6N4O2 in the gas phase (the ωB97M-V functional and the def2-TZVPD basis).

SMILES ... On1cc[nH]n(O)[nH]1
Orbital gap ... 8.63 eV

Last column: Mulliken charge in e.
Cartesian coordinates (Å):
C1 1.17435 0.99146 -0.41204  -0.33
C2 -0.06581 0.92732 -0.97195  -0.32
N1 1.62069 -0.10683 0.31979  -0.12
N2 -0.67466 -0.38330 0.97749  -0.42
N3 -1.01329 0.05804 -0.46446  0.06
N4 0.61494 -0.86169 1.06154  0.03
O1 -2.35576 0.47978 -0.45493  -0.47
O2 0.74226 -2.16926 0.47198  -0.49
H1 1.97283 1.59887 -0.60739  0.43
H2 -0.58547 1.55844 -1.68796  0.41
H3 2.48245 -0.05197 0.82720  0.24
H4 -1.44034 -0.97375 1.21191  0.31
H5 -2.45900 1.39518 -0.25090  0.34
H6 -0.01321 -2.46228 -0.02028  0.33

***

#b
Entry from OMol25: C2H6N4O2 in the gas phase (the ωB97M-V functional and the def2-TZVPD basis).

SMILES ... N/N=C\NOC(N)=O
Orbital gap ... 8.57 eV

Last column: Mulliken charge in e.
Cartesian coordinates (Å):
C1 -0.73422 -0.43727 -1.56062  -0.27
C2 0.29372 -0.43637 1.12220  0.60
H1 0.51411 1.68306 -0.38858  0.31
H2 -0.76789 2.51769 -1.15412  0.23
H3 -1.25949 -1.24738 -1.60464  0.54
H4 1.40908 0.11371 -1.37261  0.39
H5 0.10350 -0.35323 3.06459  0.31
H6 -0.06995 -2.03192 2.35311  0.28
N1 -0.26779 1.72044 -1.16869  -0.37
N2 -1.21285 0.76718 -1.36578  -0.37
N3 0.63755 -0.72075 -1.14504  -0.38
N4 0.23536 -1.01573 2.19953  -0.33
O1 0.76511 -1.30983 0.11094  -0.29
O2 0.35378 0.75039 0.90972  -0.66

***

So which one is most stable? That would be #b, about 232.4 kJ/mol below the next structure.

***

#a
Entry from OMol25: 2 unconnected molecules or ions with the total composition C6H8N2O2S (the ωB97M-V functional and the def2-TZVPD basis).

Orbital gap (alpha / beta) ... 7.26 / 6.38 eV

Last column: Mulliken charge in e.
Cartesian coordinates (Å):
C1 -3.54872 0.52933 0.33336  -0.45
C2 -3.05330 -0.23463 -0.73454  -0.31
C3 -2.40948 0.98991 0.98002  -0.44
C4 3.04837 -0.83520 0.00728  -0.53
C5 1.69939 -1.45288 0.17753  -0.53
C6 1.87436 -0.28950 -0.73807  -0.04
N1 -1.72593 -0.22283 -0.69968  -0.48
N2 -1.36870 0.44889 0.34762  0.17
O1 1.23608 2.29802 -1.07306  -0.54
O2 1.82015 1.56459 1.21705  -0.51
S1 1.22080 1.28377 -0.05947  1.05
H1 -4.57118 0.72417 0.58711  0.36
H2 -3.58122 -0.76695 -1.49964  0.42
H3 -2.29204 1.59253 1.85824  0.44
H4 3.43671 -0.23477 0.81864  0.25
H5 3.81048 -1.35334 -0.55965  0.25
H6 1.49926 -2.41844 -0.25977  0.27
H7 1.16938 -1.26915 1.09976  0.21
H8 1.73559 -0.35351 -1.80272  0.42

***

#b
Entry from OMol25: 2 unconnected molecules or ions with the total composition C6H8N2O2S (the ωB97M-V functional and the def2-TZVPD basis).

Orbital gap (alpha / beta) ... 5.98 / 8.28 eV

Last column: Mulliken charge in e.
Cartesian coordinates (Å):
C1 -1.04145 0.54294 1.18193  -0.53
C2 -0.43034 -0.67831 1.09906  -0.63
C3 -0.46329 1.13521 -1.15414  0.41
C4 -1.34723 1.44506 0.11819  -0.45
C5 -0.20775 -0.37317 -1.38220  -0.65
C6 0.09796 -1.15536 -0.16529  -0.11
N1 -0.21897 2.05596 -1.95527  -0.69
N2 1.06890 -2.17469 -0.24601  0.94
O1 1.80054 -2.13997 -1.25119  -0.60
O2 0.99704 -3.14419 0.48708  -0.58
S1 2.25828 -0.13172 2.43903  -0.11
H1 -1.47554 0.75774 2.09086  0.51
H2 -0.34646 -1.24754 1.98121  0.71
H3 -2.39267 1.33467 -0.14230  0.30
H4 -0.90233 2.42819 0.45215  0.29
H5 -1.20282 -0.71398 -1.82486  0.30
H6 0.39754 -0.37599 -2.28349  0.45
H7 0.45143 1.83821 -2.75933  0.27
H8 2.95715 0.59694 3.31456  0.14

***

So which one is most stable? That would be #a, about 166.6 kJ/mol below the next structure.

***

#a
Entry from OMol25: 2 unconnected molecules or ions with the total composition C11H9NO3 (the ωB97M-V functional and the def2-TZVPD basis).

SMILES ... Oc1[nH]c2ccccc2c1O.C#CC=O
Orbital gap ... 7.51 eV

Last column: Mulliken charge in e.
Cartesian coordinates (Å):
C1 2.39430 -1.14880 -0.65412  -0.62
C2 2.59075 -0.43233 0.52791  -0.56
C3 1.13168 -1.48739 -1.08679  -0.63
C4 1.52564 -0.03789 1.31250  -0.87
C5 0.03634 -1.09926 -0.31425  1.43
C6 0.25111 -0.37533 0.88752  -0.41
C7 -1.94278 -0.69288 0.67179  -0.42
C8 1.09668 3.18062 0.02428  0.25
C9 -1.20220 2.17376 -0.76819  -0.30
C10 0.05350 2.70658 -0.33752  -0.17
C11 -1.37263 -1.27884 -0.42672  0.83
N1 -0.96892 -0.14681 1.46370  0.13
O1 -3.23508 -0.59346 1.04724  -0.54
O2 -2.23705 2.27099 -0.16610  -0.43
O3 -2.08533 -1.92578 -1.41984  -0.67
H1 3.25457 -1.44410 -1.23668  0.37
H2 3.59694 -0.18920 0.83487  0.40
H3 0.99365 -2.04163 -2.00460  0.31
H4 1.67668 0.51256 2.22891  0.42
H5 -3.78110 -0.97455 0.34981  0.33
H6 2.02154 3.58129 0.32140  0.39
H7 -1.12802 1.64675 -1.73933  0.27
H8 -1.14982 0.40168 2.28606  0.20
H9 -1.52044 -2.60598 -1.80186  0.30

***

#b
Entry from OMol25: C11H9NO3 in the gas phase (the ωB97M-V functional and the def2-TZVPD basis).

SMILES ... C=C(C=O)[C@]1(O)C(=O)Nc2ccccc21
Orbital gap ... 8.44 eV

Last column: Mulliken charge in e.
Cartesian coordinates (Å):
C1 -2.85851 0.50763 -0.09237  -0.79
C2 -2.96460 -0.82526 -0.47637  -0.18
C3 -1.64192 0.89888 0.39789  -0.18
C4 -1.95412 -1.75529 -0.44727  -0.78
C5 -0.63478 -0.02248 0.48195  0.07
C6 -0.78919 -1.37551 0.14373  0.12
C7 1.37963 -1.27059 0.74540  -0.07
C8 2.83669 1.64311 -0.02913  -0.82
C9 1.18805 0.96230 -1.59646  -0.15
C10 1.75280 0.95529 -0.28045  0.35
C11 0.77761 0.19759 0.91277  1.45
N1 0.38507 -2.06760 0.18223  -0.07
O1 2.53509 -1.64275 0.90054  -0.63
O2 0.26499 0.33130 -2.02954  -0.45
O3 1.13685 0.76918 2.15084  -0.57
H1 -3.62838 1.23219 -0.35925  0.36
H2 -3.95272 -1.14032 -1.12449  0.16
H3 -1.49687 1.86459 0.87744  0.36
H4 -2.25068 -2.72564 -0.88595  0.35
H5 3.17915 1.63437 1.01848  0.30
H6 3.62782 1.89088 -0.86431  0.23
H7 1.97259 1.44322 -2.22634  0.20
H8 0.42220 -3.10708 0.18066  0.33
H9 0.71322 1.60201 2.42002  0.40

***

So which one is most stable? That would be #b, about 25.1 kJ/mol below the next structure.

***

#a
Entry from OMol25: C5H10NO in the gas phase (the ωB97M-V functional and the def2-TZVPD basis).

2S+1 ... 2
Orbital gap (alpha / beta) ... 6.35 / 10.75 eV

Last column: Löwdin spin population.
Cartesian coordinates (Å):
O1 0.64053 -0.72111 1.98749  0.00
C1 -0.07957 -1.58264 1.58174  0.00
C2 -0.43422 -1.92710 0.14682  0.00
C3 -0.40185 -0.76717 -0.96451  0.01
C4 -0.70484 0.66116 -0.42222  0.02
C5 0.86868 2.65735 -0.09851  0.56
N1 0.62067 1.33745 -0.14064  0.29
H1 -0.27140 -2.51599 2.15354  0.00
H2 -1.35779 -2.50735 0.09017  0.00
H3 0.32443 -2.67200 -0.18230  0.00
H4 -0.93570 -0.87220 -1.90990  0.00
H5 0.61979 -0.54176 -1.31217  0.00
H6 -1.37992 0.78952 0.40750  0.01
H7 -0.94572 1.44287 -1.14708  0.00
H8 1.87120 3.02732 0.09863  0.05
H9 0.28737 3.34045 -0.73750  0.05
H10 1.27833 0.85120 0.44895  0.00

***

#b
Entry from OMol25: C5H10NO in the gas phase (the ωB97M-V functional and the def2-TZVPD basis).

2S+1 ... 2
Orbital gap (alpha / beta) ... 6.76 / 10.71 eV

Last column: Löwdin spin population.
Cartesian coordinates (Å):
O1 -0.69338 0.41159 -2.12747  0.00
C1 -1.66969 0.33436 -1.44193  0.00
C2 -1.68621 0.40867 0.04868  0.00
C3 -0.48636 0.94800 0.83218  0.00
C4 0.93093 0.33740 0.70536  0.03
C5 2.20864 -1.55650 -0.08913  0.57
N1 1.06431 -0.80873 -0.16308  0.27
H1 -2.62044 0.21577 -1.95110  0.00
H2 -2.54119 1.02400 0.24834  0.00
H3 -1.96546 -0.59362 0.39981  0.00
H4 -0.39521 2.00483 0.56794  0.00
H5 -0.76112 0.92612 1.88340  0.00
H6 1.61932 1.11141 0.37449  0.01
H7 1.21794 -0.02894 1.68672  0.00
H8 2.42326 -2.36509 -0.75875  0.05
H9 2.76159 -1.62789 0.82877  0.05
H10 0.59307 -0.74139 -1.04423  0.00

***

So which one is most stable? That would be #b, about 85.1 kJ/mol below the next structure.